## one
# C43H50BrN4O8SiW

C43H50BrN4O8SiW as an isolated structure (wB97M-V/def2-TZVPD, the OMol25 dataset).

Each line ends with the Löwdin spin population.
Cartesian coordinates (Å):
W -0.217 0.544 0.707  1.4620
C 6.399 2.395 -3.205  0.0004
C 5.102 2.528 -4.017  0.0007
C 5.072 3.921 -4.647  0.0000
C 5.107 1.493 -5.152  0.0003
C 3.915 2.291 -3.084  0.0056
C 3.725 1.033 -2.516  -0.0008
C 2.729 0.878 -1.591  0.0061
Br 2.354 -0.817 -0.829  0.0202
C 1.901 1.923 -1.127  0.0056
O 1.167 1.691 -0.050  0.0379
C 1.975 3.144 -1.808  0.0063
C 3.009 3.283 -2.745  -0.0009
C 1.003 4.336 -1.653  0.0008
C 0.416 4.661 -3.039  0.0004
C 1.760 5.550 -1.097  0.0003
C -0.181 4.048 -0.729  0.0012
H 7.269 2.598 -3.840  0.0001
H 6.504 1.388 -2.791  0.0000
H 6.405 3.106 -2.375  0.0000
H 5.922 4.025 -5.329  0.0000
H 5.153 4.708 -3.892  0.0000
H 4.157 4.080 -5.225  0.0000
H 5.934 1.694 -5.840  0.0000
H 4.171 1.537 -5.715  0.0000
H 5.226 0.475 -4.774  0.0000
H 4.338 0.182 -2.788  0.0001
H 3.096 4.243 -3.235  -0.0001
H 1.175 5.010 -3.744  0.0000
H -0.343 5.444 -2.945  0.0001
H -0.061 3.773 -3.464  0.0000
H 2.624 5.811 -1.715  0.0000
H 2.114 5.344 -0.082  0.0000
H 1.094 6.418 -1.055  0.0000
H -0.748 3.194 -1.093  0.0007
H -0.848 4.916 -0.735  0.0001
H 0.125 3.871 0.296  0.0002
O 0.631 3.418 3.387  0.0396
C 0.540 2.367 2.820  0.0193
O -0.367 2.086 1.929  0.0480
C 1.405 1.177 3.098  0.0295
C 2.265 1.116 4.170  -0.0033
C 2.940 -0.060 4.426  0.0271
C 2.726 -1.121 3.572  -0.0029
C 1.843 -0.969 2.526  0.0256
N 1.174 0.153 2.293  0.0216
H 2.364 1.999 4.789  -0.0003
H 3.604 -0.159 5.277  0.0017
H 3.232 -2.068 3.713  -0.0007
H 1.615 -1.775 1.855  0.0011
O -6.876 2.504 0.143  0.0020
C -6.367 2.228 1.247  0.0018
O -6.804 2.289 2.414  0.0019
C -4.913 1.705 1.150  0.0199
C -4.200 1.386 2.282  -0.0020
C -2.912 0.903 2.169  0.0250
N -2.301 0.715 0.999  0.0125
C -2.985 1.073 -0.103  0.0180
C -4.267 1.535 -0.068  -0.0038
C -2.195 0.915 -1.362  0.0143
O -2.610 1.016 -2.473  0.0208
O -0.939 0.624 -1.089  0.0376
H -4.678 1.518 3.245  -0.0005
H -2.338 0.643 3.040  0.0031
H -4.773 1.783 -0.994  -0.0004
C 1.040 -4.438 1.625  0.0002
C -0.264 -4.324 0.822  -0.0004
C -1.099 -5.586 1.108  -0.0001
C 0.062 -4.292 -0.675  0.0001
Si -1.277 -2.792 1.286  0.0104
O -0.502 -1.425 0.810  0.0717
C -1.518 -2.786 3.171  0.0011
C -2.239 -3.764 3.871  0.0002
C -2.373 -3.726 5.253  0.0005
C -1.784 -2.704 5.986  0.0001
C -1.076 -1.713 5.323  0.0007
C -0.954 -1.759 3.938  0.0030
C -2.961 -2.883 0.451  0.0028
C -3.995 -3.751 0.831  0.0004
C -5.232 -3.718 0.201  0.0003
C -5.473 -2.810 -0.825  -0.0001
C -4.467 -1.941 -1.222  0.0001
C -3.230 -1.991 -0.590  0.0007
H 1.437 -5.459 1.542  0.0000
H 0.896 -4.217 2.689  0.0000
H 1.812 -3.769 1.231  0.0001
H -0.549 -6.476 0.777  0.0000
H -2.057 -5.566 0.578  0.0000
H -1.302 -5.700 2.179  0.0000
H 0.685 -5.156 -0.944  0.0000
H 0.605 -3.383 -0.958  0.0001
H -0.856 -4.340 -1.271  0.0000
H -2.715 -4.579 3.338  0.0000
H -2.945 -4.494 5.760  0.0000
H -1.885 -2.676 7.064  0.0000
H -0.626 -0.896 5.878  0.0001
H -0.413 -0.976 3.436  0.0036
H -3.844 -4.463 1.635  0.0000
H -6.019 -4.391 0.521  0.0000
H -6.444 -2.777 -1.306  0.0000
H -4.641 -1.213 -2.009  0.0000
H -2.446 -1.317 -0.906  0.0003
N -0.964 -2.785 -3.537  0.0000
N -0.290 -1.677 -2.925  0.0001
H -1.900 -2.903 -3.163  0.0000
H -0.442 -3.618 -3.324  0.0000
H -0.400 -1.662 -1.915  0.0001
H -0.716 -0.829 -3.269  0.0000

The spin multiplicity is 3. The net charge is -1. The calculation puts the LUMO energy (alpha / beta) at 1.5 / 1.1 eV. The HOMO energy (alpha / beta) comes out at -0.189 / -0.208 Ha. The calculation puts the HOMO-LUMO gap (alpha / beta) at 6.626 / 6.786 eV.

***

## two
# C43H50BrN4O8SiW

C43H50BrN4O8SiW as an isolated structure (wB97M-V/def2-TZVPD, the OMol25 dataset).

Each line ends with the Löwdin spin population.
Cartesian coordinates (Å):
W 0.416 0.039 0.019  0.9493
C 4.969 -0.030 5.760  0.0010
C 4.889 0.381 4.291  0.0034
C 5.057 1.905 4.202  0.0003
C 6.037 -0.302 3.533  0.0001
C 3.557 -0.021 3.657  0.0121
C 3.322 0.328 2.314  0.0297
C 2.125 -0.030 1.805  0.3810
Br 2.937 0.438 -0.865  0.2913
C 1.117 -0.728 2.462  0.0763
O 0.021 -0.922 1.710  0.0205
C 1.324 -1.095 3.782  0.0217
C 2.567 -0.722 4.332  -0.0053
C 0.300 -1.818 4.666  0.0076
C 0.917 -3.130 5.165  0.0011
C -0.036 -0.919 5.866  0.0010
C -1.013 -2.152 3.949  0.0002
H 5.934 0.283 6.166  0.0002
H 4.891 -1.113 5.884  0.0000
H 4.186 0.447 6.354  0.0000
H 5.990 2.209 4.683  0.0000
H 4.231 2.417 4.699  0.0000
H 5.087 2.250 3.168  0.0001
H 6.999 -0.028 3.975  0.0001
H 6.055 -0.008 2.482  0.0000
H 5.936 -1.390 3.577  0.0000
H 4.047 0.874 1.728  0.0039
H 2.748 -0.995 5.363  -0.0004
H 1.812 -2.960 5.767  0.0000
H 1.193 -3.772 4.324  0.0001
H 0.193 -3.668 5.784  0.0004
H 0.844 -0.703 6.475  0.0000
H -0.775 -1.413 6.502  0.0003
H -0.458 0.033 5.535  0.0001
H -0.856 -2.801 3.084  0.0001
H -1.533 -1.259 3.601  0.0001
H -1.665 -2.673 4.656  0.0000
O -3.358 0.025 1.396  0.0014
C -2.480 -0.445 0.721  0.0070
O -1.552 0.295 0.135  0.0302
C -2.483 -1.953 0.442  0.0015
C -3.655 -2.653 0.681  0.0006
C -3.689 -4.004 0.360  -0.0002
C -2.562 -4.591 -0.181  0.0007
C -1.435 -3.800 -0.372  0.0012
N -1.400 -2.510 -0.059  0.0103
H -4.502 -2.126 1.096  0.0000
H -4.589 -4.584 0.525  0.0000
H -2.542 -5.638 -0.456  0.0001
H -0.535 -4.223 -0.811  0.0002
O -0.477 6.643 2.954  0.0005
C -0.398 5.627 3.668  0.0003
O -0.388 5.499 4.909  0.0003
C -0.266 4.304 2.892  0.0039
C -0.193 3.091 3.546  -0.0010
C 0.019 1.920 2.835  0.0028
N 0.150 1.902 1.506  0.0000
C -0.009 3.060 0.870  0.0016
C -0.196 4.266 1.501  -0.0005
C -0.001 2.944 -0.618  0.0059
O -0.202 3.844 -1.392  0.0219
O 0.264 1.711 -0.989  0.0235
H -0.286 3.084 4.625  -0.0002
H 0.106 0.982 3.350  0.0003
H -0.292 5.176 0.924  0.0000
C -2.847 -1.463 -3.195  0.0002
C -1.746 -0.604 -3.829  0.0007
C -1.989 0.860 -3.425  0.0005
C -1.830 -0.717 -5.360  0.0002
Si -0.009 -1.055 -3.280  0.0075
O 0.238 -0.769 -1.671  0.0409
C 0.454 -2.863 -3.482  0.0002
C -0.341 -3.871 -4.034  0.0000
C 0.105 -5.189 -4.099  0.0001
C 1.361 -5.521 -3.612  0.0001
C 2.179 -4.532 -3.076  0.0001
C 1.729 -3.220 -3.021  0.0008
C 1.206 -0.092 -4.315  0.0050
C 1.486 1.255 -4.049  0.0063
C 2.350 1.978 -4.863  0.0015
C 2.952 1.368 -5.956  0.0001
C 2.688 0.033 -6.235  0.0010
C 1.824 -0.687 -5.419  0.0003
H -3.822 -1.129 -3.567  0.0000
H -2.859 -1.359 -2.110  0.0001
H -2.754 -2.524 -3.423  0.0000
H -3.023 1.133 -3.671  0.0000
H -1.329 1.546 -3.961  0.0000
H -1.845 1.030 -2.356  0.0004
H -2.830 -0.409 -5.690  0.0001
H -1.665 -1.739 -5.716  0.0000
H -1.100 -0.075 -5.856  0.0000
H -1.321 -3.637 -4.426  0.0000
H -0.531 -5.955 -4.529  0.0000
H 1.707 -6.547 -3.655  0.0000
H 3.166 -4.777 -2.704  0.0000
H 2.384 -2.457 -2.603  0.0011
H 1.039 1.748 -3.195  0.0007
H 2.553 3.017 -4.635  0.0000
H 3.630 1.931 -6.587  0.0000
H 3.161 -0.449 -7.083  0.0001
H 1.633 -1.731 -5.648  0.0000
N 3.069 -2.617 0.253  0.0005
N 1.668 -2.355 0.116  0.0220
H 3.217 -3.440 0.824  0.0004
H 3.491 -1.817 0.711  -0.0005
H 1.127 -2.779 0.862  0.0005
H 1.377 -2.747 -0.774  0.0004

The spin multiplicity is 3. The net charge is -1. The calculation puts the LUMO energy (alpha / beta) at 1.8 / -0.6 eV. The HOMO energy (alpha / beta) comes out at -0.198 / -0.198 Ha. The calculation puts the HOMO-LUMO gap (alpha / beta) at 7.166 / 4.761 eV.

***

The most stable arrangement is one, and the next structure is 153.8 kJ/mol less stable.

***

## one
# C3H9NSi

A 2-piece molecular cluster, C3H9NSi overall (wB97M-V/def2-TZVPD, the OMol25 dataset).

Each line ends with the natural charge from an NBO analysis.
Cartesian coordinates (Å):
C 0.046 1.057 -2.203  -0.6387
C 0.916 0.077 -1.391  -0.8249
Si 1.713 0.309 0.153  0.9228
H -1.048 0.744 -2.158  0.2116
H 0.494 1.119 -3.195  0.2164
H 0.121 1.978 -1.693  0.2093
H 1.463 -0.739 -1.977  0.2242
H 2.545 -0.646 0.838  -0.1646
H 1.229 1.286 1.176  -0.1598
C -1.643 -1.036 1.751  -0.0277
N -0.951 -0.525 2.697  -0.5879
H -2.084 -2.015 1.645  0.1433
H -1.860 -0.478 0.903  0.1504
H -0.943 -1.131 3.455  0.3255

Its SMILES is CC=[SiH2].C=N. The calculation puts the LUMO energy (alpha / beta) at 0.5 / 0.5 eV. The HOMO energy (alpha / beta) comes out at -0.297 / -0.297 Ha. The calculation puts the HOMO-LUMO gap (alpha / beta) at 8.601 / 8.601 eV.

***

## two
# C3H9NSi

C3H9NSi as an isolated structure (wB97M-V/def2-TZVPD, the OMol25 dataset).

Each line ends with the natural charge from an NBO analysis.
Cartesian coordinates (Å):
C 1.620 -1.135 -0.333  -0.3397
C 1.702 0.034 0.263  -0.7018
C -1.877 -0.569 0.040  -0.4416
N -1.240 0.707 0.492  -0.9549
Si 0.815 1.517 -0.277  1.2470
H 2.321 -1.927 -0.059  0.2153
H 0.902 -1.125 -1.139  0.2019
H 2.318 0.114 1.242  0.2324
H -2.931 -0.381 -0.073  0.1867
H -1.675 -0.915 -1.004  0.1729
H -1.838 -1.508 0.575  0.1728
H -1.267 0.595 1.519  0.3392
H 0.923 2.815 0.315  -0.1683
H 0.226 1.777 -1.562  -0.1618

The calculation puts the LUMO energy at 0.0 eV. The HOMO energy comes out at -0.275 Ha. The calculation puts the HOMO-LUMO gap at 7.455 eV.

***

The most stable arrangement is one, and the next structure is 8.0 kJ/mol less stable.